This record from the OMol25 dataset describes C2H3NO2S2 in the gas phase at a distorted geometry. The level of theory is wB97M-V/def2-TZVPD.

## Properties
- Max |F|: 0.0600 Eh/bohr
- Frontier orbital gap: 8.1 eV
- SMILES string: O=C(NO)C(=S)S

Geometry as XYZ:
```
10
Properties=species:S:1:pos:R:3:forces:R:3:lowdin_charge:R:1
C -0.75546 -0.26987 -0.09044 -1.10 -1.05 -0.56 -0.553
C 0.57223 0.38568 0.18879 0.90 0.02 -0.04 -1.107
H -2.60933 -1.46643 -0.65643 1.32 -0.60 -0.60 0.132
H 0.09709 -1.83001 -1.18500 1.14 -0.67 -0.57 0.089
H -0.86630 1.74280 1.24818 0.11 0.10 0.05 -0.091
N -0.71204 -1.41049 -0.83195 -1.77 2.05 1.48 0.007
O -1.91435 -2.02238 -1.13866 -0.69 0.62 0.58 0.003
O -1.84122 0.17303 0.31442 0.88 -0.38 -0.35 -0.008
S 0.48130 1.82181 1.14496 -0.23 -0.31 -0.18 0.837
S 1.98787 -0.22637 -0.36866 -0.55 0.23 0.20 0.691
```
Positions in Å, forces in eV/Å.